Model A:
21
Properties=species:S:1:pos:R:3 method="wB97M-V/def2-TZVPD" lumo_energy_ev=0.88
C -1.350 1.107 1.681
N -1.168 -0.089 0.878
C -0.976 0.156 -0.554
C 0.493 0.042 -0.992
C 1.393 1.134 -0.431
C 1.037 -1.407 -0.546
O 0.154 -2.406 -1.015
O 1.178 -1.487 0.815
H -2.198 1.725 1.348
H -1.518 0.815 2.717
H -0.448 1.714 1.635
H -1.961 -0.706 1.012
H -1.366 1.144 -0.846
H -1.533 -0.603 -1.109
H 0.503 0.082 -2.087
H 0.953 2.118 -0.586
H 2.364 1.110 -0.922
H 1.554 0.977 0.634
H 2.022 -1.403 -1.043
H 0.537 -2.861 -1.780
H 0.329 -1.163 1.192

***

Model B:
21
Properties=species:S:1:pos:R:3 method="wB97M-V/def2-TZVPD" lumo_energy_ev=0.73
C -1.558 0.045 1.217
C -0.675 0.536 -0.722
C -0.981 -0.628 -1.639
N -1.213 -1.204 1.535
H -0.149 -1.286 1.592
H -1.667 -1.946 1.017
H -2.600 0.208 0.959
H -1.041 0.827 1.757
H 0.017 1.251 -1.156
H -1.534 1.208 -0.662
H -1.266 -1.542 -1.103
H -1.791 -0.385 -2.333
H -0.150 -0.948 -2.266
C 1.917 1.376 0.573
C 1.382 0.009 0.196
O 1.954 -0.391 -0.997
O 1.285 -0.887 1.077
H 1.914 -1.358 -1.009
H 1.845 2.055 -0.274
H 2.971 1.272 0.840
H 1.339 1.789 1.397

***

Tell me which of them is the least stable. Sure, it is model B.

***

Model A:
21
Properties=species:S:1:pos:R:3 method="wB97M-V/def2-TZVPD" lumo_energy_ev=0.64
C 1.292 -2.787 -0.889
C 0.299 -1.639 -0.759
C 0.989 -0.514 0.026
O 2.175 -0.273 0.082
N 0.135 0.505 0.535
C 0.840 1.588 1.218
C -1.277 0.330 0.905
H 2.199 -2.500 -1.404
H 0.860 -3.619 -1.484
H 1.468 -3.363 0.015
H -0.067 -1.454 -1.772
H -0.515 -1.760 -0.033
H 1.442 2.114 0.470
H 1.374 1.206 2.092
H 0.110 2.344 1.477
H -1.772 1.239 0.557
H -1.481 0.333 1.978
H -1.801 -0.524 0.491
O -2.481 2.852 -1.054
H -1.663 2.405 -0.787
H -2.126 3.518 -1.664

***

Model B:
21
Properties=species:S:1:pos:R:3 method="wB97M-V/def2-TZVPD" lumo_energy_ev=0.85
C 0.257 0.235 1.792
C 0.368 -0.868 -0.591
C -0.251 0.328 -0.058
C -1.756 0.467 -0.031
C -0.340 -0.403 -2.305
N 1.746 -0.929 -0.680
O 1.673 0.357 1.790
O -0.305 1.298 2.523
H -0.189 2.108 2.011
H 1.991 0.497 2.693
H -0.055 -0.674 2.322
H -0.136 -1.802 -0.327
H 0.315 1.232 -0.265
H 2.123 -1.843 -0.883
H 2.263 -0.390 0.006
H -2.083 0.960 0.883
H -2.244 -0.507 -0.056
H -2.111 1.073 -0.862
H -1.276 -0.943 -2.412
H -0.405 0.643 -2.594
H 0.414 -0.840 -2.955

***

Tell me which of them is the least stable. Sure, it is model B.

***

Model A:
21
Properties=species:S:1:pos:R:3 method="wB97M-V/def2-TZVPD" lumo_energy_ev=0.87
C 0.018 -0.018 -0.387
C -0.462 -0.403 0.982
C 0.387 -1.544 1.541
C -0.434 0.796 1.928
C -1.400 1.876 1.474
N -0.950 3.161 1.418
O -2.542 1.600 1.149
H 1.103 0.066 -0.476
H -0.129 -0.793 -1.146
H -0.415 0.887 -0.825
H -1.490 -0.763 1.015
H 0.481 -2.358 0.823
H 0.051 -1.878 2.531
H 1.390 -1.203 1.754
H -0.690 0.548 2.944
H 0.597 1.170 2.027
H -1.594 3.774 0.948
H 0.001 3.426 1.585
O 2.383 -2.607 -6.347
H 1.691 -2.322 -6.965
H 2.003 -3.415 -5.975

***

Model B:
21
Properties=species:S:1:pos:R:3 method="wB97M-V/def2-TZVPD" lumo_energy_ev=0.88
C -2.181 0.684 -0.030
C -2.248 0.998 1.308
C -1.110 1.102 2.264
O -1.330 2.196 3.149
H -3.107 0.598 -0.613
H -1.239 0.519 -0.562
H -3.228 1.072 1.740
H -1.129 0.230 2.915
H -0.099 1.142 1.821
H -1.545 2.969 2.634
N 1.452 -0.987 -2.996
C 2.084 -1.260 -1.696
C 1.124 -0.857 -0.559
O 1.677 -1.317 0.705
H 1.875 -1.598 -3.691
H 1.645 -0.044 -3.354
H 3.074 -0.811 -1.459
H 2.195 -2.366 -1.603
H 0.103 -1.283 -0.729
H 1.026 0.239 -0.575
H 0.962 -1.228 1.331

***

Tell me which of them is the least stable. Sure, it is model B.

***

Model A:
18
Properties=species:S:1:pos:R:3 method="wB97M-V/def2-TZVPD" spin_multiplicity=2 lumo_energy_ev="0.94 / 0.35"
N 0.145 -2.597 -1.641
C 0.732 0.971 0.213
C 0.760 2.270 0.979
C -0.469 0.512 -0.522
N 0.080 -0.293 0.659
C -0.797 -0.313 1.842
O -0.631 0.303 -1.737
H -0.447 -3.118 -2.271
H 1.070 -2.568 -2.053
H -0.176 -1.624 -1.590
H 1.656 0.802 -0.346
H -0.187 2.815 0.877
H 0.975 2.154 2.045
H 1.428 3.017 0.542
H 0.601 -1.173 0.603
H -0.531 -1.185 2.448
H -1.836 -0.406 1.540
H -0.605 0.576 2.413

***

Model B:
18
Properties=species:S:1:pos:R:3 method="wB97M-V/def2-TZVPD" spin_multiplicity=2 lumo_energy_ev="0.61 / 0.52"
O 1.409 2.303 0.450
C 0.312 2.135 0.050
C -0.085 0.681 -0.613
C -1.051 0.006 0.369
C -1.434 -1.573 0.162
N -0.232 -2.487 0.200
N 1.193 -0.163 -0.618
H -0.573 2.732 0.103
H -0.546 0.847 -1.508
H -2.121 0.488 0.264
H -0.678 0.162 1.441
H -1.969 -1.910 -0.688
H -2.138 -1.621 1.074
H 0.629 -2.125 0.589
H -0.052 -2.855 -0.760
H -0.487 -3.316 0.708
H 1.830 0.354 -0.017
H 1.655 -0.122 -1.690

***

Model C:
18
Properties=species:S:1:pos:R:3 method="wB97M-V/def2-TZVPD" spin_multiplicity=2 lumo_energy_ev="0.47 / 0.35"
O 1.782 1.701 0.698
C 1.570 0.475 0.649
N 2.483 -0.495 0.784
C 0.098 0.000 0.480
N -0.693 1.416 0.426
C -1.742 -0.858 -0.966
C -0.220 -0.576 -0.873
H 2.318 -1.525 0.808
H 3.457 -0.205 0.968
H -0.152 -0.663 1.382
H -1.353 1.389 -0.379
H 0.041 2.134 0.339
H -1.415 1.544 1.297
H -2.186 -0.988 -1.991
H -2.298 -0.015 -0.654
H -2.092 -1.761 -0.383
H 0.259 -1.584 -0.878
H 0.139 0.013 -1.707

***

Tell me which of them is the least stable. Sure, it is model B.

***

Model A:
9
Properties=species:S:1:pos:R:3 method="wB97M-V/def2-TZVPD" lumo_energy_ev=-0.29
C -0.033 -0.078 -1.047
C -0.024 0.294 1.792
O 0.558 -0.617 -3.441
S -0.498 -0.007 -2.635
S -1.095 0.402 0.276
H 0.773 -0.624 -0.704
H -0.792 0.625 2.441
H 0.835 0.817 1.497
H 0.276 -0.812 1.821

***

Model B:
9
Properties=species:S:1:pos:R:3 method="wB97M-V/def2-TZVPD" lumo_energy_ev=-0.15
O 0.920 1.139 -0.530
C 0.859 -0.163 -0.018
S 2.050 -1.084 -0.434
C -0.483 -0.305 0.574
S -1.822 -0.716 -0.581
H 2.061 1.238 -0.602
H -0.590 0.588 1.180
H -0.600 -1.178 1.388
H -2.395 0.482 -0.976

***

Model C:
9
Properties=species:S:1:pos:R:3 method="wB97M-V/def2-TZVPD" lumo_energy_ev="-0.71 / -0.71"
C -0.704 -0.777 -0.113
C -0.587 0.679 0.224
O 2.498 1.012 -0.678
S 0.990 -1.494 -0.003
S 1.805 0.466 0.468
H -1.339 -1.319 0.588
H -1.054 -0.951 -1.130
H -0.723 1.395 -0.567
H -0.887 0.990 1.210

***

Tell me which of them is the least stable. Sure, it is model C.

***

Model A:
12
Properties=species:S:1:pos:R:3 method="wB97M-V/def2-TZVPD" lumo_energy_ev=0.25
C 0.446 0.273 0.014
C 0.244 -1.869 0.112
H 0.093 3.797 0.306
H 1.399 -3.055 -0.672
H -1.699 -1.863 0.302
H -1.848 0.901 0.403
N 0.917 1.418 -0.344
N 1.167 -0.929 -0.026
N -0.933 -1.321 0.617
N -0.961 0.001 0.140
O 0.483 -3.210 0.037
S -0.455 2.581 -0.256

***

Model B:
12
Properties=species:S:1:pos:R:3 method="wB97M-V/def2-TZVPD" lumo_energy_ev=0.36
H 3.754 0.151 0.240
N 2.945 -0.539 0.049
C 1.748 -0.136 -0.096
N 0.644 -1.127 0.019
C -0.526 -0.393 0.062
S -2.049 -0.899 -0.054
N -0.170 0.882 0.145
N -1.203 1.886 0.020
O 1.173 1.110 -0.181
H 0.575 -2.255 0.357
H -2.003 1.788 0.997
H -1.769 1.283 -0.720

***

Tell me which of them is the least stable. Sure, it is model B.

***

Model A:
18
Properties=species:S:1:pos:R:3 method="wB97M-V/def2-TZVPD" lumo_energy_ev=0.71
C 0.277 -1.673 0.274
C -1.996 -1.685 0.919
O -0.970 -0.996 0.247
H -2.168 -2.669 0.469
H 0.209 -2.622 -0.266
H 0.584 -1.871 1.306
H 1.002 -1.005 -0.210
H -2.898 -1.082 0.829
H -1.751 -1.820 1.979
C 1.260 1.770 -0.549
N -0.280 1.518 -0.798
N 1.366 2.979 -0.143
N 1.900 0.696 -0.839
H -0.739 2.359 -0.445
H 2.317 3.265 0.054
H -0.580 0.655 -0.314
H -0.432 1.399 -1.798
H 2.901 0.782 -0.715

***

Model B:
18
Properties=species:S:1:pos:R:3 method="wB97M-V/def2-TZVPD" lumo_energy_ev="-0.20 / -0.20"
C -0.944 -1.038 -1.298
C -0.855 1.930 0.808
N -0.426 0.552 0.692
O -0.961 -2.177 -2.001
H -0.141 -2.231 -2.517
H -0.802 -0.055 1.414
H -0.684 -0.109 -1.788
H -1.775 -1.005 -0.610
H -0.450 2.606 0.050
H -1.940 1.975 0.679
H -0.575 2.347 1.786
N 0.953 -1.091 -0.524
C 1.030 0.335 0.489
N 1.849 0.248 1.550
H 1.937 -1.060 -0.790
H 0.971 -1.939 0.047
H 1.438 -0.367 2.259
H 1.375 1.081 -0.245

***

Tell me which of them is the least stable. Sure, it is model B.

***

Model A:
18
Properties=species:S:1:pos:R:3 method="wB97M-V/def2-TZVPD" lumo_energy_ev=0.92
C -0.895 1.445 -0.384
C 0.938 1.356 1.255
C -0.950 -2.309 -0.564
N 1.278 0.430 -0.745
N 1.081 -1.326 -0.048
N 0.499 1.261 -0.038
O -0.211 -1.500 0.340
H -1.251 0.730 -1.121
H -1.451 1.549 0.603
H -0.881 2.465 -0.897
H 1.961 1.376 1.133
H 0.535 2.245 1.851
H 0.506 0.351 1.972
H -0.373 -3.160 -1.025
H -1.271 -1.642 -1.374
H -1.923 -2.597 0.030
H 0.810 0.389 -1.773
H 1.599 -1.064 0.785

***

Model B:
18
Properties=species:S:1:pos:R:3 method="wB97M-V/def2-TZVPD" lumo_energy_ev=-0.13
C 0.859 1.114 -0.114
C -0.356 1.410 -0.694
N -1.234 0.557 -1.145
N 1.547 2.272 0.544
H 1.354 0.177 0.036
H -0.567 2.485 -0.804
H -2.000 1.000 -1.628
H -0.574 -1.018 -1.210
H 2.536 2.072 0.640
H 1.179 2.516 1.461
H 1.470 3.084 -0.074
N -0.415 -1.867 1.267
C -0.535 -2.572 -0.022
O -0.003 -1.820 -1.053
H -0.584 -0.885 1.087
H -1.140 -2.181 1.897
H 0.045 -3.502 0.040
H -1.583 -2.842 -0.227

***

Tell me which of them is the least stable. Sure, it is model A.

***

Model A:
19
Properties=species:S:1:pos:R:3 method="wB97M-V/def2-TZVPD" lumo_energy_ev=0.78
C 2.539 0.103 1.130
N 1.587 1.140 0.775
C 0.236 1.091 0.536
O -0.334 2.104 0.179
C -0.374 -0.278 0.797
N -1.661 -0.477 0.199
C -1.702 -1.059 -1.146
N -1.620 -0.187 -2.271
H 3.236 0.451 1.900
H 3.048 -0.278 0.249
H 2.084 -0.735 1.670
H 2.081 1.992 0.563
H -0.327 -0.550 1.858
H 0.355 -0.957 0.338
H -2.255 0.338 0.310
H -1.017 -1.901 -1.158
H -2.661 -1.595 -1.183
H -2.423 0.417 -2.374
H -0.792 0.382 -2.373

***

Model B:
19
Properties=species:S:1:pos:R:3 method="wB97M-V/def2-TZVPD" lumo_energy_ev=0.77
N 0.942 -0.646 -2.450
C 1.589 0.099 -1.312
N 0.433 0.284 -0.412
C 0.847 -0.307 0.893
C -0.409 0.008 1.738
N -1.520 -0.310 0.943
C -2.416 0.637 0.465
O -2.499 1.853 0.767
H 0.231 -0.190 -2.926
H 0.433 -1.503 -2.122
H 2.489 -0.498 -0.898
H 2.138 0.995 -1.699
H 0.317 1.399 -0.293
H 1.572 0.204 1.524
H 1.090 -1.438 0.792
H -0.402 1.159 2.004
H -0.439 -0.405 2.796
H -1.426 -1.299 0.501
H -2.973 -0.045 -0.311

***

Tell me which of them is the least stable. Sure, it is model B.

***

Model A:
19
Properties=species:S:1:pos:R:3 method="wB97M-V/def2-TZVPD" lumo_energy_ev=0.88
H 1.333 0.536 -0.152
N 1.330 0.529 -1.172
C 1.457 -0.575 -1.750
C 1.957 -1.875 -1.213
H 1.261 -0.550 -2.854
H 2.977 -2.046 -1.556
H 1.933 -1.891 -0.125
H 1.353 -2.693 -1.605
C -1.110 1.896 0.232
N -1.187 0.620 0.895
N -0.034 0.188 1.590
C -2.311 -0.149 0.968
O -2.413 -1.087 1.735
H -0.539 1.783 -0.692
H -0.626 2.656 0.849
H -2.110 2.240 -0.021
H 0.171 0.796 2.384
H -0.250 -0.751 1.931
H -3.192 0.372 0.557

***

Model B:
19
Properties=species:S:1:pos:R:3 method="wB97M-V/def2-TZVPD" lumo_energy_ev=-0.01
C -0.378 0.082 1.443
C 2.285 -1.720 1.109
C -1.315 0.734 -1.963
N -0.377 0.791 0.345
C -1.564 0.813 -0.484
N 0.885 1.062 -0.139
O 1.228 -1.331 0.289
N -2.668 0.873 0.126
H 1.316 -0.095 -0.092
H 0.830 1.591 -0.999
H -1.284 -0.421 1.732
H 0.467 0.167 2.104
H -3.457 0.819 -0.513
H 2.080 -2.695 1.576
H 3.229 -1.815 0.550
H 2.484 -1.006 1.931
H -0.917 1.676 -2.349
H -0.595 -0.056 -2.185
H -2.250 0.529 -2.480

***

Model C:
19
Properties=species:S:1:pos:R:3 method="wB97M-V/def2-TZVPD" lumo_energy_ev=0.84
N 0.175 0.004 2.920
C -0.266 1.124 2.171
C -0.582 0.872 0.644
N 0.100 -0.264 0.122
C 0.895 -0.258 -1.074
C 0.357 -1.271 -2.079
N -0.405 -0.723 -3.071
O 0.537 -2.466 -2.014
H -0.510 -0.679 3.208
H 1.077 -0.365 2.677
H -1.134 1.609 2.630
H 0.522 1.871 2.122
H -0.182 1.753 0.153
H -1.665 0.909 0.450
H -0.254 -1.175 0.369
H 1.931 -0.566 -0.897
H 0.874 0.726 -1.512
H -0.835 -1.352 -3.726
H -0.635 0.251 -3.092

***

Tell me which of them is the least stable. Sure, it is model B.

***

Model A:
19
Properties=species:S:1:pos:R:3 method="wB97M-V/def2-TZVPD" lumo_energy_ev="0.94 / 0.94"
C 1.996 0.028 -1.126
N 1.377 0.182 0.183
C 0.338 1.046 0.185
N 0.175 1.829 1.284
H 1.299 -0.328 -1.902
H 2.802 -0.706 -1.051
H 2.436 0.968 -1.485
H -0.056 1.481 -0.743
H 0.664 1.513 2.111
H -0.590 2.488 1.313
N -2.207 -0.336 -0.909
C -1.452 -0.486 0.276
C -0.355 -1.336 0.302
O 0.043 -1.865 1.482
H -2.777 -1.141 -1.152
H -2.783 0.499 -0.909
H -1.909 -0.227 1.228
H -0.013 -1.835 -0.600
H 1.011 -1.774 1.514

***

Model B:
19
Properties=species:S:1:pos:R:3 method="wB97M-V/def2-TZVPD" lumo_energy_ev=0.82
N 0.123 3.174 -0.478
C -0.307 1.793 -0.500
C 0.864 0.907 0.038
C 0.447 -0.379 0.755
N 0.728 -1.522 -0.098
C -0.077 -2.624 -0.245
N -1.294 -2.573 0.419
O 0.264 -3.603 -0.878
H -0.593 3.776 -0.861
H 0.371 3.390 0.476
H -0.403 1.358 -1.492
H -1.263 1.544 -0.022
H 1.531 0.821 -0.818
H 1.409 1.513 0.773
H 0.912 -0.397 1.743
H -0.627 -0.327 0.897
H 1.573 -1.571 -0.638
H -1.937 -1.803 0.397
H -1.721 -3.476 0.532

***

Tell me which of them is the least stable. Sure, it is model A.

***

Model A:
19
Properties=species:S:1:pos:R:3 method="wB97M-V/def2-TZVPD" lumo_energy_ev=0.57
C -1.961 0.122 -0.349
C -0.701 -0.137 0.461
O -0.682 0.624 1.669
N -0.427 -1.490 0.702
H -1.175 1.442 1.530
H -0.692 -1.730 1.653
H -2.832 -0.079 0.276
H -1.980 1.160 -0.685
H -1.984 -0.519 -1.223
C 1.804 -0.282 0.314
C 0.637 0.334 -0.458
N 0.461 -0.024 -1.824
N 1.347 1.478 -0.225
H 0.438 -1.027 -1.957
H 1.174 0.399 -2.403
H 1.160 1.830 0.712
H 2.697 -0.542 -0.247
H 1.924 -0.109 1.379
H 0.792 -1.449 0.674

***

Model B:
19
Properties=species:S:1:pos:R:3 method="wB97M-V/def2-TZVPD" lumo_energy_ev="0.00 / 0.00"
C -0.374 0.507 -0.316
C 2.184 0.614 -0.906
C 2.436 -0.541 -0.138
N -0.178 -0.517 0.677
C -1.955 0.149 -0.015
N -2.413 -0.887 -0.804
O -0.037 0.139 1.933
N -2.750 0.908 0.615
H -0.514 -0.433 2.549
H -1.785 -1.675 -0.864
H -3.369 -1.142 -0.603
H -2.282 1.620 1.166
H -0.198 0.189 -1.335
H -0.194 1.538 -0.031
H 2.270 1.597 -0.467
H 2.141 0.559 -1.984
H 2.827 -1.402 -0.671
H 2.979 -0.375 0.793
H 1.209 -0.846 0.399

***

Tell me which of them is the least stable. Sure, it is model B.